*i*
DFT (the ωB97M-V functional and the def2-TZVPD basis) results for 2 unconnected molecules or ions with the total composition C4H9O2.

Positions of all 15 atoms, in Å:
C: -0.69055 0.93610 1.96452
C: -0.27125 1.46059 0.55222
H: 0.13715 0.64017 2.58965
H: -1.31947 1.73540 2.38353
H: -1.47922 0.14618 1.94865
H: -1.03700 1.06445 -0.14198
H: 0.57853 0.90468 0.16370
H: -0.23924 2.53466 0.66759
C: 1.09212 -0.91147 -1.30530
C: -0.17510 -1.87799 -1.70019
O: -1.23042 -1.54527 -1.11958
O: 0.20500 -2.89255 -2.27423
H: 1.93384 -0.96779 -2.02764
H: 1.47319 -1.35383 -0.36668
H: 1.02243 0.12667 -1.33426

Total charge: -1
HOMO (eV): -3.755
2S+1: 1
Gap between HOMO and LUMO (Eh): 0.283



*ii*
DFT (the ωB97M-V functional and the def2-TZVPD basis) results for 2 unconnected molecules or ions with the total composition C4H9O2.

Positions of all 15 atoms, in Å:
C: -0.64924 -1.92934 0.01141
C: 0.57514 -2.81456 0.29782
H: -1.38934 -2.65033 -0.30284
H: -0.97284 -1.26597 0.83887
H: -0.56224 -1.11747 -0.70922
H: 1.02473 -3.15383 -0.62836
H: 0.34322 -3.72775 0.81882
H: 1.34545 -2.29168 0.90176
C: -0.41281 2.88105 0.25732
C: 0.71490 2.49308 -0.79780
O: 1.69979 3.22894 -0.89741
O: 0.43359 1.43435 -1.41318
H: -0.65550 2.11163 1.03123
H: -1.36792 3.03880 -0.25088
H: -0.12693 3.76308 0.84246

Total charge: -1
HOMO (eV): -3.820
2S+1: 1
Gap between HOMO and LUMO (Eh): 0.280



*iii*
DFT (the ωB97M-V functional and the def2-TZVPD basis) results for 2 unconnected molecules or ions with the total composition C4H9O2.

Positions of all 15 atoms, in Å:
C: -0.26977 0.41999 1.41510
C: 1.09834 0.49735 0.72478
O: 1.56931 1.66723 0.71502
O: 1.66436 -0.56082 0.38086
H: -0.64138 1.41344 1.57110
H: -0.05966 0.19396 2.47277
H: -0.96295 -0.31840 0.98196
C: -2.01045 -0.32975 -1.75427
C: -1.22055 -1.49508 -1.24702
H: -2.91773 0.01296 -1.22370
H: -1.37108 0.57472 -1.63260
H: -2.50226 -0.38961 -2.73128
H: -0.71245 -1.99864 -2.07120
H: -0.40399 -1.17050 -0.56901
H: -1.90337 -2.14549 -0.67162

Total charge: -1
HOMO (eV): -3.812
2S+1: 1
Gap between HOMO and LUMO (Eh): 0.285



Which structure is most stable? *ii*, by 19.5 kJ/mol over the runner-up.



*i*
DFT (the ωB97M-V functional and the def2-TZVPD basis) results for a gas-phase ion, C3H8NS (charge -1).

Positions of all 13 atoms, in Å:
C: 0.05959 -0.05856 -0.64054
C: -0.97849 -1.08710 -1.06658
S: -2.78351 -0.58160 -1.05696
C: 0.06795 0.47415 0.81399
N: 1.40702 0.90397 1.50141
H: 0.09326 0.80789 -1.41512
H: 1.02234 -0.62375 -0.65884
H: -0.73592 -1.84129 -0.31823
H: -0.92955 -1.59301 -2.06899
H: -0.57323 -0.23191 1.30778
H: -0.47860 1.40686 0.84755
H: 2.28732 0.49033 1.17737
H: 1.54183 1.93402 1.57717

Total charge: -1
HOMO (eV): -2.244
2S+1: 1
Gap between HOMO and LUMO (Eh): 0.229
SMILES: NCCC[S-]



*ii*
DFT (the ωB97M-V functional and the def2-TZVPD basis) results for a gas-phase ion, C3H8NS (charge -1).

Positions of all 13 atoms, in Å:
C: 0.07215 -0.54893 0.30113
C: -0.93872 -0.31812 1.44041
S: -2.56413 -1.11109 1.11923
C: 0.18970 0.64290 -0.64936
N: 1.49903 0.66203 -1.35294
H: -0.34371 -1.35373 -0.28002
H: 1.03247 -0.89434 0.70251
H: -1.14984 0.75246 1.52795
H: -0.47366 -0.60149 2.38493
H: 0.12310 1.56455 -0.08574
H: -0.62283 0.62667 -1.37301
H: 1.83827 -0.29482 -1.39702
H: 1.33816 0.87392 -2.33806

Total charge: -1
HOMO (eV): -2.202
2S+1: 1
Gap between HOMO and LUMO (Eh): 0.231
SMILES: NCCC[S-]



*iii*
DFT (the ωB97M-V functional and the def2-TZVPD basis) results for 2 unconnected molecules or ions with the total composition C3H8NS.

Positions of all 13 atoms, in Å:
C: 0.82380 0.64781 3.04469
S: -0.88663 0.27540 2.36919
H: 1.42213 0.57262 2.09351
H: 1.15933 -0.13657 3.81581
H: 0.79303 1.66589 3.53804
C: -0.65594 -0.15457 -3.08181
C: -0.04337 -0.42908 -1.91885
N: -0.53999 -0.52701 -0.68163
H: -1.63448 -0.61098 -3.17017
H: -0.10266 -0.03614 -4.02146
H: 1.06234 -0.48207 -1.83292
H: -1.37535 0.05517 -0.37398
H: -0.02220 -0.84045 0.21958

Total charge: -1
HOMO (eV): -2.569
2S+1: 1
Gap between HOMO and LUMO (Eh): 0.244



*iv*
DFT (the ωB97M-V functional and the def2-TZVPD basis) results for 2 unconnected molecules or ions with the total composition C3H8NS.

Positions of all 13 atoms, in Å:
S: -2.35990 1.08737 0.08753
H: -3.52415 1.28168 0.72793
C: 1.39595 -0.39245 1.70118
C: 0.47595 -0.45664 0.70419
N: 0.73392 -0.71668 -0.67168
C: -0.17756 0.04445 -1.56882
H: 2.45592 -0.58337 1.55835
H: 1.05215 -0.29842 2.72502
H: -0.55867 -0.32306 0.93139
H: 1.68701 -0.36139 -0.87470
H: 0.13571 -0.14441 -2.59280
H: -1.17274 -0.30406 -1.38380
H: -0.14359 1.16697 -1.34380

Total charge: -1
HOMO (eV): -2.760
2S+1: 1
Gap between HOMO and LUMO (Eh): 0.254



Which structure is most stable? *ii*, by 58.6 kJ/mol over the runner-up.



*i*
DFT (the ωB97M-V functional and the def2-TZVPD basis) results for a molecular structure, C3H3IN2O.

Positions of all 10 atoms, in Å:
C: 0.14352 1.82402 0.03113
C: -0.48214 -0.55748 0.33070
C: 0.31493 0.60269 -0.68657
N: -0.16474 2.73013 0.65641
N: 0.05586 -1.84888 0.19122
O: -0.70390 -2.78639 0.27296
I: 2.39331 0.10039 -0.48552
H: -1.62927 -0.35680 0.14319
H: -0.09768 -0.23443 1.33925
H: 0.17009 0.52675 -1.79278

HOMO (alpha / beta) (eV): -9.524 / -9.525
2S+1: 1
Gap between HOMO and LUMO (alpha / beta) (Eh): 0.321 / 0.321



*ii*
DFT (the ωB97M-V functional and the def2-TZVPD basis) results for a single C3H3IN2O molecule.

Positions of all 10 atoms, in Å:
C: -0.11620 -0.52158 -0.35524
C: -1.08272 0.60569 -0.10557
C: 1.15276 0.28602 -0.17416
N: -0.48332 1.66317 0.27203
N: 0.88915 1.47983 0.20716
O: -0.24563 -1.47599 0.66830
I: 3.09904 -0.34687 -0.36533
H: -0.16808 -0.98668 -1.34673
H: -2.15202 0.50096 -0.12053
H: -0.89298 -1.20455 1.32007

HOMO (eV): -9.651
2S+1: 1
Gap between HOMO and LUMO (Eh): 0.340
SMILES: O[C@H]1C=NN=C1I



Which structure is most stable? *ii*, by 165.1 kJ/mol over the runner-up.